(1)
# C14H30Br3Cl4O2PSi

A 3-piece molecular cluster, C14H30Br3Cl4O2PSi overall (the ωB97M-V functional and the def2-TZVPD basis, OMol25).

Geometry as XYZ:
```
55
Properties=species:S:1:pos:R:3
C -1.8047 -2.6442 -0.7014
C -2.6085 -1.7137 0.2822
C -1.7526 -1.1992 1.4660
C -0.5948 -0.2104 1.1247
C -0.0418 0.3248 2.5135
Si -1.0078 1.2318 -0.0367
C 0.4122 2.5215 0.1983
O 1.6804 1.8734 0.4045
C 2.2139 1.3746 -0.8134
C -2.7192 2.0444 0.2263
Br -3.4674 1.8508 2.0404
C -2.7961 3.5732 -0.1262
C -2.2788 4.5209 0.9952
Br -2.0176 3.9797 -1.8889
P -0.8482 0.6843 -2.2294
O 0.1546 -0.7005 -2.2392
Br -2.9192 0.1344 -2.9949
H -0.7384 -2.5210 -0.4633
H -2.0367 -3.6906 -0.4574
H -2.0392 -2.4150 -1.7445
H -3.1781 -0.9346 -0.2451
H -3.3702 -2.3791 0.7289
H -1.2784 -2.0977 1.9079
H -2.4232 -0.8286 2.2546
H 0.2276 -0.7897 0.6771
H 0.9859 -0.0199 2.6691
H -0.6455 -0.1281 3.3175
H -0.1544 1.4104 2.6207
H 0.5324 3.1845 -0.6751
H 0.2592 3.1592 1.0790
H 2.0940 0.2784 -0.8196
H 3.3018 1.5549 -0.8243
H 1.8061 1.8533 -1.7163
H -3.4423 1.5670 -0.4551
H -3.8695 3.7834 -0.2230
H -1.6510 4.0214 1.7424
H -1.7016 5.3670 0.6006
H -3.1546 4.9043 1.5366
H -0.1974 -1.3240 -2.8769
Cl -1.6085 -4.6164 2.2349
C -0.7839 -6.1926 2.1398
C -1.1271 -6.9366 0.8710
Cl -2.8226 -7.4828 0.8510
H -1.0504 -6.7669 3.0244
H 0.2867 -5.9929 2.1704
H -0.5060 -7.8277 0.7878
H -0.9615 -6.3195 -0.0098
Cl 6.0120 1.8951 -0.3808
C 6.7908 2.4136 -1.8964
C 5.7848 2.8905 -2.9173
Cl 4.7762 1.5594 -3.5382
H 7.3796 1.5810 -2.2750
H 7.4703 3.2263 -1.6421
H 6.3047 3.3196 -3.7731
H 5.1241 3.6484 -2.5018
```

- energy (Ha) = -10895.586106
- Kohn-Sham gap (eV) = 8.420
- E_HOMO (Eh) = -0.2969
- structure (SMILES) = CCC[C@H](C)[Si@](COC)([C@@H](Br)[C@@H](C)Br)P(O)Br.ClCCCl.ClCCCl



(2)
# C14H30CaNO3P2

C14H30CaNO3P2 as an isolated structure (the ωB97M-V functional and the def2-TZVPD basis, OMol25).

Geometry as XYZ:
```
51
Properties=species:S:1:pos:R:3
Ca -0.1725 0.2259 0.3556
P 2.2187 1.7041 0.8125
C 3.5160 0.4042 0.5770
C 3.0177 -1.0333 0.4200
N 1.7194 -1.3579 0.2828
C 1.3679 -2.6672 0.2627
C 2.2938 -3.6942 0.4620
C 3.6415 -3.3792 0.5382
C 3.9901 -2.0309 0.4879
C -0.0644 -3.0492 0.0090
P -1.1304 -2.0761 -1.2264
H 5.0251 -1.7136 0.5101
H 1.9510 -4.7266 0.5150
H 4.4007 -4.1500 0.7026
H -0.0907 -4.0928 -0.3449
H -0.6176 -3.0692 0.9618
H 4.0856 0.6879 -0.2942
H 4.1287 0.4301 1.4973
H 3.4808 1.1854 -4.7706
O 3.1558 0.3762 -5.1975
H 2.8051 -0.1872 -4.4636
H -0.6803 1.0116 -4.5539
O -0.7623 -0.1221 -1.8380
H -1.2029 0.2668 -2.6467
C -0.5155 -2.8293 -2.7488
H -0.3467 -3.9150 -2.6613
H -1.2363 -2.6294 -3.5444
H 0.4247 -2.3303 -2.9970
C -2.6623 -3.1027 -0.9847
H -3.4837 -2.7012 -1.5833
H -2.5058 -4.1507 -1.2878
H -2.9838 -3.1142 0.0637
C 2.6605 2.4207 2.4432
H 3.6240 2.9294 2.3447
H 1.8742 3.1308 2.7282
H 2.7260 1.5835 3.1520
C 2.8456 2.9882 -0.3359
H 2.0788 3.7632 -0.4587
H 3.7615 3.4363 0.0632
H 3.0656 2.5572 -1.3269
C -2.8794 -0.0069 3.4792
C -2.7577 1.0182 2.3729
C -2.5647 2.4462 2.8409
O -1.7331 0.6422 1.5390
H -1.9565 -0.0522 4.0664
H -3.0312 -1.0074 3.0668
H -3.7067 0.2447 4.1380
H -3.7032 0.9984 1.8083
H -1.6392 2.5635 3.4167
H -2.5035 3.1172 1.9828
H -3.4105 2.7459 3.4545
```

- energy (Ha) = -2191.964607
- total charge = +1
- Kohn-Sham gap (alpha / beta) (eV) = 7.948 / 6.788
- energy relative to the best compared isomer or geometry (same formula, charge and spin) (kcal/mol) = 0.00
- E_HOMO (alpha / beta) (Eh) = -0.4060 / -0.4065



(3)
# C14H30F6MgO7S3

C14H30F6MgO7S3 as an isolated structure (the ωB97M-V functional and the def2-TZVPD basis, OMol25).

Geometry as XYZ:
```
61
Properties=species:S:1:pos:R:3
Mg -0.5727 -0.3098 -0.4666
C 2.6214 -1.0406 -0.3017
O 3.2742 -0.0052 -1.0621
O 1.3073 -0.8517 -0.3500
C 3.1240 -2.4284 -0.7744
F 2.4272 -3.4278 -0.2190
F 3.1378 -2.5517 -2.0991
F 4.4214 -2.6293 -0.3758
C 4.6531 0.2271 -0.8546
C 5.0583 1.3645 -1.7912
H 4.6617 1.2579 -2.7987
H 4.6755 2.2781 -1.3319
H 6.1453 1.4366 -1.8433
H 5.2915 -0.6375 -1.0411
H 4.8153 0.6001 0.1638
H 2.9717 -0.9171 0.7356
C -2.6258 -0.7170 -2.2826
O -2.7491 -0.0638 -0.9911
O -1.3337 -1.1055 -2.2256
C -3.7611 -1.7643 -2.4416
F -4.9577 -1.1562 -2.6283
F -3.5947 -2.5036 -3.5567
F -3.8612 -2.5944 -1.3902
C -3.8219 0.8634 -0.8253
C -3.6643 1.4883 0.5272
H -2.8217 2.1795 0.4796
H -4.5571 2.1008 0.6901
H -3.5582 0.7686 1.3358
H -4.7899 0.3557 -0.8485
H -3.8377 1.6629 -1.5744
H -2.7675 0.0567 -3.0526
C -1.6810 -4.3046 0.8325
S -1.4472 -2.7600 1.7938
O -1.4563 -1.6218 0.8050
C 0.3020 -3.0776 2.1841
H -1.3224 -5.1273 1.4493
H -1.1133 -4.2111 -0.0940
H -2.7157 -4.4559 0.5313
H 0.3240 -3.5422 3.1767
H 0.8641 -2.1615 2.3615
H 0.8339 -3.7349 1.5014
C 1.2050 1.4725 2.8372
S -0.5641 1.5318 2.4388
O -0.6151 0.8496 1.1041
C -1.0938 0.3205 3.6603
H 1.8306 1.9712 2.0965
H 1.6050 0.4575 2.8119
H 1.3922 1.9524 3.7987
H -2.1773 0.2262 3.7137
H -0.8583 0.7925 4.6211
H -0.5931 -0.6411 3.5983
C 1.4636 3.3272 -0.6541
S 0.3518 2.6431 -1.9280
O -0.1950 1.3919 -1.3383
C -0.9403 3.9025 -1.7813
H 2.2535 2.6011 -0.4751
H 0.8754 3.4878 0.2526
H 1.8322 4.3212 -0.9085
H -1.7342 3.6441 -2.4797
H -0.5726 4.9156 -1.9404
H -1.3648 3.8929 -0.7748
```

- energy (Ha) = -3072.007733
- Kohn-Sham gap (eV) = 7.600
- energy relative to the best compared isomer or geometry (same formula, charge and spin) (kcal/mol) = 32.75
- E_HOMO (Eh) = -0.2812